Entry 1:
Below is a cluster of 2 separate species, HNO4S in total, with properties calculated with the ωB97M-V functional and the def2-TZVPD basis.

Each line ends with the natural charge from an NBO analysis.
Element x y z (Å)
1 N -1.376418 -0.851770 -1.530994  -0.47
2 O -0.105307 1.359820 1.711856  -1.01
3 O 2.053074 0.796385 0.474899  -1.00
4 O 0.936790 -0.857968 2.055786  -1.01
5 O -1.395670 -0.521765 -2.812679  -0.66
6 S 0.732927 0.281423 1.043121  1.93
7 H -0.845396 -0.206125 -0.941988  0.22

Cartesian forces (eV/Å) of the 3 atoms listed first:
-1.20 -1.35 -0.94
0.99 -0.94 -1.15
-1.82 -0.66 0.71

The value obtained for the lowest unoccupied orbital energy (spin up / spin down) is 6.9525 / 6.3069 eV. Its total charge is -2. Its spin multiplicity is 3. For the HOMO energy (spin up / spin down), the calculation gives 1.69 / 1.67 eV. The value obtained for the molar mass is 111.08 g/mol. As for the HOMO-LUMO gap (spin up / spin down): 5.3 / 4.6 eV.



Entry 2:
Below is a structure of composition C4H11ClNOPd, with properties calculated with the ωB97M-V functional and the def2-TZVPD basis.

Each line ends with the natural charge from an NBO analysis.
Element x y z (Å)
1 Pd 1.068198 7.606599 -2.286481  0.79
2 Cl 0.458197 5.485438 -1.001793  -0.78
3 C 0.658956 -2.484150 -0.528563  -0.61
4 C 0.101450 -1.739524 0.731302  -0.08
5 C -0.564498 -0.391853 0.507704  -0.11
6 O 0.458335 0.642533 0.279527  -0.08
7 C 0.112562 1.874894 -0.363745  -0.34
8 N -0.775223 -2.684293 1.397264  -0.74
9 H 1.024214 -3.475933 -0.261978  0.26
10 H 1.470181 -1.809926 -0.803203  0.21
11 H -0.030805 -2.463490 -1.372299  0.22
12 H 0.929548 -1.585679 1.423175  0.22
13 H -1.114648 -0.135057 1.412958  0.27
14 H -1.292478 -0.378469 -0.303454  0.23
15 H 0.891252 2.631179 -0.264814  0.28
16 H -0.794072 2.458311 -0.203319  0.27
17 H 0.089869 1.633620 -1.426463  0.28
18 H -1.120892 -2.191962 2.208570  0.36
19 H -1.570143 -2.992238 0.855614  0.37

Cartesian forces (eV/Å) of the 3 atoms listed first:
-0.41 -1.40 0.86
0.38 1.15 -0.82
0.16 2.26 0.53

The value obtained for the lowest unoccupied orbital energy (spin up / spin down) is -3.7715 / -8.8784 eV. Its total charge is +1. Its spin multiplicity is 3. The value obtained for the energy above the lowest of the compared OMol25 structures with the same formula, charge and spin is 52.65 kcal/mol. For the HOMO energy (spin up / spin down), the calculation gives -12.38 / -12.29 eV. The value obtained for the molar mass is 231.01 g/mol. As for the HOMO-LUMO gap (spin up / spin down): 8.6 / 3.4 eV.



Entry 3:
Below is a structure of composition C36H37F3MoO3P2S, with properties calculated with the ωB97M-V functional and the def2-TZVPD basis.

Each line ends with the Löwdin charge.
Element x y z (Å)
1 Mo -3.697241 -2.646787 -1.740352  1.48
2 C -3.924941 -4.712493 -1.879668  -0.27
3 C -2.937652 -4.253839 -2.833518  -0.30
4 C -3.235147 -4.021621 -4.296546  -0.18
5 C -4.515420 -3.187567 -4.523641  -0.18
6 C -4.787603 -2.170165 -3.441197  -0.30
7 C -5.698089 -2.362645 -2.335115  -0.27
8 C -6.292415 -3.688299 -1.996864  -0.18
9 C -5.373586 -4.913304 -2.213089  -0.19
10 C -0.686906 0.955822 -0.347449  -0.18
11 H -3.589190 -5.329478 -1.031880  0.13
12 H -1.892797 -4.498856 -2.616643  0.10
13 H -3.328596 -4.977750 -4.844266  0.13
14 H -2.374474 -3.515219 -4.771936  0.10
15 H -4.367409 -2.663993 -5.481603  0.13
16 H -5.384079 -3.834218 -4.719269  0.12
17 H -4.654792 -1.141775 -3.785133  0.10
18 H -6.293853 -1.493695 -2.035763  0.10
19 H -7.221594 -3.848980 -2.570935  0.14
20 H -6.595617 -3.664469 -0.939660  0.12
21 H -5.728421 -5.688900 -1.517022  0.13
22 H -5.532437 -5.340932 -3.212806  0.12
23 H -0.883644 0.375616 0.568621  0.03
24 H -0.427510 1.973022 -0.045541  0.10
25 H 0.155460 0.528135 -0.917912  0.05
26 P -0.208576 -2.032368 -1.381048  1.21
27 P -2.098798 1.026051 -1.430084  1.00
28 C -1.447741 -1.554857 -2.633037  -0.31
29 C -2.215551 -0.366230 -2.569530  -0.27
30 C 1.188132 -2.628356 -2.344283  -0.37
31 C 1.129649 -3.186797 -3.633332  -0.08
32 C 2.315028 -3.621603 -4.232486  -0.04
33 C 3.533181 -3.460194 -3.560160  -0.03
34 C 3.594638 -2.854104 -2.293917  -0.03
35 C 2.422589 -2.427737 -1.691430  -0.08
36 C -0.747567 -3.541214 -0.493253  -0.38
37 C -1.820360 -3.372086 0.431664  -0.17
38 C -1.955550 -4.303537 1.470946  -0.04
39 C -1.152025 -5.443350 1.490608  -0.01
40 C -0.225928 -5.679825 0.465508  -0.01
41 C -0.002571 -4.727979 -0.530042  -0.05
42 C -2.034050 2.545809 -2.414103  -0.31
43 C -0.899571 2.760112 -3.223124  -0.08
44 C -0.738907 3.961981 -3.917543  -0.05
45 C -1.716104 4.962449 -3.832668  -0.03
46 C -2.865803 4.742156 -3.061543  -0.04
47 C -3.021737 3.545257 -2.351701  -0.06
48 C -3.619505 0.986161 -0.461005  -0.33
49 C -3.543325 1.225592 0.914344  -0.05
50 C -4.684897 1.103539 1.699262  -0.03
51 C -5.899451 0.711414 1.121368  -0.03
52 C -5.981104 0.488007 -0.260157  -0.07
53 C -4.849751 0.674930 -1.056534  -0.12
54 H -1.138992 -1.850861 -3.640751  0.07
55 H -2.643867 -0.061247 -3.529876  0.09
56 H 0.184895 -3.287939 -4.165922  0.09
57 H 2.281911 -4.083170 -5.225011  0.12
58 H 4.457109 -3.798914 -4.026891  0.12
59 H 4.540483 -2.712758 -1.767907  0.13
60 H 2.425280 -1.959325 -0.706760  0.09
61 H -2.445626 -2.451975 0.451970  0.09
62 H -2.677677 -4.123130 2.276067  0.14
63 H -1.242272 -6.139599 2.329535  0.14
64 H 0.387459 -6.580011 0.491727  0.13
65 H 0.801996 -4.856846 -1.267148  0.12
66 H -0.139301 1.979950 -3.298852  0.11
67 H 0.144268 4.113714 -4.544914  0.12
68 H -1.590581 5.901561 -4.384244  0.13
69 H -3.646265 5.508966 -3.032397  0.12
70 H -3.916471 3.395506 -1.746666  0.11
71 H -2.597536 1.513781 1.361901  0.12
72 H -4.613892 1.322425 2.765162  0.13
73 H -6.781370 0.588201 1.757835  0.13
74 H -6.928740 0.166012 -0.700975  0.12
75 H -4.918073 0.552090 -2.139814  0.10
76 F 2.776094 -0.687096 3.534704  0.13
77 C 1.545637 -0.249855 3.182107  -0.61
78 F 0.960133 0.315676 4.263856  0.13
79 F 1.698165 0.721502 2.239695  0.09
80 S 0.513379 -1.619720 2.457494  0.50
81 O 0.470350 -2.602401 3.522504  -0.27
82 O -0.760873 -0.964015 2.150951  -0.36
83 O 1.296871 -1.995753 1.279131  -0.34

Cartesian forces (eV/Å) of the 3 atoms listed first:
1.96 1.55 2.34
0.72 -0.27 -0.01
-0.13 -0.56 -0.59

The value obtained for the lowest unoccupied orbital energy (spin up / spin down) is -7.7983 / -9.2640 eV. Its total charge is +2. Its spin multiplicity is 3. For the HOMO energy (spin up / spin down), the calculation gives -13.83 / -13.90 eV. The value obtained for the molar mass is 764.64 g/mol. As for the HOMO-LUMO gap (spin up / spin down): 6.0 / 4.6 eV.



Entry 4:
Below is a cluster of 3 separate species, CH3BrO3S in total, with properties calculated with the ωB97M-V functional and the def2-TZVPD basis.

Each line ends with the natural charge from an NBO analysis.
Element x y z (Å)
1 C -2.146287 1.014954 0.125783  0.31
2 O 1.317321 -3.352495 0.335004  -0.80
3 O 1.851423 -1.111404 -0.532652  -0.86
4 O -1.356115 0.151423 -0.128395  -0.51
5 S 0.866076 -1.981608 0.077269  1.69
6 Br 2.116312 1.808094 0.027984  -0.30
7 H 2.311947 0.506478 -0.727696  0.27
8 H -2.974031 0.961428 0.878301  0.09
9 H -1.986645 2.003127 -0.055601  0.11

Cartesian forces (eV/Å) of the 3 atoms listed first:
-0.22 -1.72 2.63
-0.92 2.15 -0.32
-0.80 -1.25 0.18

The value obtained for the lowest unoccupied orbital energy is -1.5371 eV. The value obtained for the energy above the lowest of the compared OMol25 structures with the same formula, charge and spin is 19.87 kcal/mol. For the HOMO energy, the calculation gives -10.31 eV. The value obtained for the molar mass is 175.00 g/mol. As for the HOMO-LUMO gap: 8.8 eV.



Entry 5:
Below is a cluster of 3 separate species, C2H9OS in total, with properties calculated with the ωB97M-V functional and the def2-TZVPD basis.

Each line ends with the natural charge from an NBO analysis.
Element x y z (Å)
1 O -0.099462 -1.650669 1.831672  -0.96
2 H 0.525019 -1.474951 2.525657  0.48
3 H 1.164086 -1.155949 3.951278  -0.01
4 H -0.846745 -2.097074 2.236411  0.48
5 C -0.306002 1.419750 -2.640520  -0.67
6 C -0.289707 0.829181 -1.302015  -0.48
7 S 0.724743 -0.405474 -1.058980  0.12
8 H 0.632230 1.889799 -2.975788  0.22
9 H -1.014962 2.262533 -2.742193  0.22
10 H -0.751436 0.740885 -3.365694  0.21
11 H 0.509223 -0.793489 3.963325  0.02
12 H -0.996841 1.274342 -0.579297  0.21
13 H 0.749853 -0.838884 0.156144  0.15

Cartesian forces (eV/Å) of the 3 atoms listed first:
-0.43 -0.19 -0.79
0.09 -0.09 0.23
-0.06 0.24 0.43

The value obtained for the lowest unoccupied orbital energy (spin up / spin down) is 0.9079 / 0.8945 eV. Its spin multiplicity is 2. The value obtained for the energy above the lowest of the compared OMol25 structures with the same formula, charge and spin is 16.76 kcal/mol. For the HOMO energy (spin up / spin down), the calculation gives -6.25 / -9.92 eV. The value obtained for the molar mass is 81.16 g/mol. As for the HOMO-LUMO gap (spin up / spin down): 7.2 / 10.8 eV.



Entry 6:
Below is a cluster of 2 separate species, C6H15NO in total, with properties calculated with the ωB97M-V functional and the def2-TZVPD basis.

Each line ends with the natural charge from an NBO analysis.
Element x y z (Å)
1 C -0.285727 -1.107064 -2.002199  -0.65
2 C -0.027994 -1.458860 -0.565240  -0.19
3 C -0.521524 -0.901579 0.536052  0.01
4 C -1.537623 0.197238 0.522785  -0.66
5 C 0.052365 -1.218439 1.904480  -0.44
6 C 1.256590 -0.310190 2.204710  -0.21
7 N 2.507720 -0.796122 1.605977  -0.83
8 H -1.031316 -0.311691 -2.081545  0.21
9 H 0.618510 -0.665574 -2.409079  0.22
10 H -0.610068 -1.979073 -2.574450  0.22
11 H 0.658643 -2.280036 -0.416162  0.18
12 H -2.229558 0.121657 -0.323978  0.22
13 H -2.273740 0.052392 1.326916  0.21
14 H -1.077452 1.183914 0.567016  0.22
15 H -0.741495 -1.123745 2.646561  0.21
16 H 0.376561 -2.255353 1.976065  0.21
17 H 1.002989 0.694618 1.846559  0.18
18 H 1.411948 -0.186662 3.278143  0.18
19 H 2.829793 -0.113889 0.940855  0.36
20 H 2.356253 -1.628323 1.052692  0.35
21 O -1.121383 4.264547 -3.162176  -0.95
22 H -2.067568 4.450806 -3.210410  0.47
23 H -0.795460 3.985246 -4.017109  0.47

Cartesian forces (eV/Å) of the 3 atoms listed first:
-0.46 0.44 0.60
-0.08 -0.32 -0.03
0.26 0.06 0.13

The value obtained for the lowest unoccupied orbital energy is 0.7989 eV. The value obtained for the energy above the lowest of the compared OMol25 structures with the same formula, charge and spin is 38.74 kcal/mol. Its SMILES is C/C=C(\C)CCN.O. For the HOMO energy, the calculation gives -8.96 eV. The value obtained for the molar mass is 117.19 g/mol. As for the HOMO-LUMO gap: 9.8 eV.